C28H42F4N4PPtSe | ωB97M-V/def2-TZVPD

Calculated values
Maximum force, Eh/bohr: 0.00838
Calculated total energy, hartree: -4572.52468
HOMO level (spin up / spin down), eV: -9.341 / -10.227
Total charge: +1
M, g mol⁻¹: 815.68
Gap between HOMO and LUMO (spin up / spin down), hartree: 0.275 / 0.202
LUMO level (spin up / spin down), Ha: -0.0682 / -0.1741
Multiplicity: 3

Geometry (Å):
Pt 0.473714 -0.134187 0.260878
C -1.343010 -2.515882 1.103524
N -1.450017 -1.184325 0.481185
C -2.100777 -1.334187 -0.834291
C -2.226928 -0.311102 1.376689
C -2.380998 1.093585 0.829846
N -1.154110 1.564414 0.193642
C -1.165056 2.801183 -0.349268
C -0.136002 3.157806 -1.260255
F 0.734733 2.230339 -1.674699
C -0.031172 4.414264 -1.811662
F 0.969332 4.651912 -2.663983
C -0.947362 5.408044 -1.522335
C -1.991082 5.089389 -0.674756
F -2.905887 6.012009 -0.376063
C -2.124893 3.834422 -0.119547
F -3.175689 3.651405 0.687335
H -2.331149 -2.987139 1.148992
H -0.949699 -2.415069 2.113355
H -0.667251 -3.132021 0.515647
H -3.116289 -1.728607 -0.714200
H -1.504597 -2.021731 -1.431583
H -2.138758 -0.379273 -1.352325
H -1.701115 -0.288467 2.331520
H -3.225417 -0.732997 1.548527
H -2.665562 1.747699 1.654393
H -3.198687 1.137669 0.104583
H -0.864769 6.393710 -1.957888
C 3.484015 0.752967 -1.231963
P 2.583713 0.701682 0.346122
C 2.790789 2.370646 1.038848
C 3.723834 -0.262711 1.372025
H 4.502705 1.103195 -1.056514
H 2.997560 1.409266 -1.945771
H 3.523632 -0.253660 -1.649903
H 3.842719 2.659701 1.013958
H 2.443467 2.378212 2.071728
H 2.212661 3.097724 0.472301
H 4.734623 0.135843 1.267533
H 3.705756 -1.301789 1.044545
H 3.423817 -0.209479 2.416676
C 2.088796 -6.858794 -4.615784
C 2.479865 -5.490299 -4.067503
C 1.308383 -4.523059 -3.908700
C 0.305104 -4.910177 -2.823333
N 0.917463 -5.217100 -1.528471
C 1.492482 -4.318900 -0.697180
Se 1.662433 -2.502225 -1.036677
N 1.902529 -4.983668 0.403897
C 2.493325 -4.403195 1.602248
C 1.436498 -4.019647 2.636605
C 1.998543 -3.969435 4.054913
C 3.017043 -2.855428 4.266165
C 1.539740 -6.323643 0.303929
C 1.708408 -7.386653 1.179407
C 1.220080 -8.615591 0.771211
C 0.582153 -8.770530 -0.464649
C 0.415234 -7.705376 -1.332764
C 0.907310 -6.474030 -0.922025
H 2.965553 -7.487429 -4.769203
H 1.577035 -6.762993 -5.575747
H 1.426896 -7.397940 -3.937550
H 3.209525 -5.030977 -4.736467
H 2.988293 -5.605676 -3.105178
H 0.743898 -4.474134 -4.844968
H 1.681768 -3.520148 -3.705268
H -0.238180 -5.807006 -3.116382
H -0.428075 -4.117171 -2.672607
H 3.093842 -3.550172 1.288466
H 3.169745 -5.155899 2.012128
H 0.627734 -4.754590 2.590528
H 1.011308 -3.048202 2.361226
H 2.453097 -4.936305 4.292813
H 1.170807 -3.841483 4.754917
H 3.916703 -3.001863 3.664504
H 3.327682 -2.796664 5.308742
H 2.584285 -1.892391 3.993414
H 2.193493 -7.265707 2.138295
H 1.330678 -9.472133 1.421474
H 0.210969 -9.744952 -0.750318
H -0.081039 -7.841174 -2.282559

Forces on atoms 1 to 3 (eV/Å):
Pt 0.177 -0.295 0.102
C -0.059 0.116 0.002
N -0.046 0.005 -0.120